[1]
The following is a DFT calculation (wB97M-V/def2-TZVPD) of C24H25BN8Pd as an isolated structure.

Last column: Mulliken charge in e.
Geometry (Å):
Pd (-0.07, 0.72, -0.35)  0.13
C (-3.06, 0.21, -2.06)  -1.30
C (-2.61, -0.89, -1.16)  0.52
C (-3.21, -2.11, -0.86)  -1.39
C (-2.37, -2.75, 0.02)  0.27
N (-1.31, -1.95, 0.27)  1.03
N (-1.47, -0.83, -0.47)  -0.41
B (0.00, -2.14, 1.08)  -0.44
N (0.02, -1.06, 2.18)  0.67
C (0.04, -1.00, 3.53)  0.38
C (0.04, 0.31, 3.93)  -1.53
C (0.01, 1.06, 2.76)  0.72
C (-0.02, 2.55, 2.61)  -1.42
N (-0.01, 0.22, 1.72)  -0.04
N (1.24, -1.91, 0.16)  1.08
C (2.32, -2.66, -0.12)  0.25
C (3.07, -2.03, -1.09)  -1.43
C (2.40, -0.85, -1.39)  0.54
C (2.74, 0.23, -2.35)  -1.31
N (1.30, -0.80, -0.61)  -0.43
N (0.06, -3.63, 1.58)  0.94
C (0.18, -4.25, 2.87)  -0.05
C (0.20, -5.58, 2.70)  -0.96
C (0.10, -5.79, 1.31)  0.53
C (0.07, -7.01, 0.52)  -1.16
N (0.02, -4.53, 0.66)  -0.87
H (-4.04, -0.01, -2.47)  0.38
H (-3.13, 1.16, -1.53)  0.30
H (-2.37, 0.32, -2.90)  0.29
H (-4.15, -2.48, -1.24)  0.46
H (-2.48, -3.71, 0.50)  0.56
H (0.06, -1.88, 4.15)  0.44
H (0.06, 0.68, 4.94)  0.47
H (0.01, 3.01, 3.60)  0.37
H (0.85, 2.91, 2.06)  0.30
H (-0.92, 2.88, 2.11)  0.28
H (2.49, -3.60, 0.37)  0.55
H (4.00, -2.37, -1.52)  0.46
H (3.65, -0.02, -2.89)  0.38
H (1.95, 0.35, -3.09)  0.31
H (2.90, 1.18, -1.85)  0.29
H (0.25, -3.66, 3.77)  0.39
H (0.28, -6.34, 3.46)  0.53
H (0.09, -7.90, 1.14)  0.40
H (-0.82, -7.01, -0.12)  0.34
H (0.91, -7.01, -0.18)  0.33
C (-0.06, 2.68, -0.79)  -0.46
C (-0.02, 3.85, -1.15)  0.18
C (0.03, 5.16, -1.61)  0.95
C (0.95, 5.52, -2.65)  -0.35
C (0.98, 6.79, -3.12)  -0.59
C (0.11, 7.76, -2.55)  -0.28
C (-0.82, 7.42, -1.53)  -0.58
C (-0.86, 6.15, -1.06)  -0.33
H (1.61, 4.76, -3.05)  0.47
H (1.65, 7.08, -3.91)  0.45
H (0.16, 8.78, -2.90)  0.44
H (-1.47, 8.18, -1.13)  0.45
H (-1.54, 5.86, -0.27)  0.47

The value obtained for the LUMO energy (alpha / beta) is -8.281 / -12.409 eV. The total energy comes out at -41339.2315 eV. Its HOMO energy (alpha / beta) is -17.49 / -17.47 eV. Its expectation value of S² is 8.797. As for the charge: +3. Its HOMO-LUMO gap (alpha / beta) is 9.21 / 5.06 eV. Its multiplicity is 6.


[2]
The following is a DFT calculation (wB97M-V/def2-TZVPD) of one molecule with the formula C4H3F2IO in a non-equilibrium geometry.

Last column: Mulliken charge in e.
Geometry (Å):
C (1.55, 0.65, -0.16)  0.15
C (2.50, -0.25, 0.09)  -0.56
C (-0.42, -0.88, 0.59)  -0.22
C (0.16, -2.02, 0.02)  0.45
O (0.24, 0.51, -0.03)  -0.39
F (-0.21, -2.64, -1.08)  -0.23
F (0.78, -2.84, 0.94)  -0.21
I (4.49, 0.00, 0.01)  0.15
H (1.65, 1.60, -0.67)  0.38
H (-1.51, -0.68, 0.28)  0.20
H (-0.20, -0.75, 1.72)  0.28

The value obtained for the LUMO energy (alpha / beta) is -0.580 / -1.060 eV. The total energy comes out at -19773.7178 eV. Its HOMO energy (alpha / beta) is -8.44 / -8.24 eV. As for the energy above the lowest of the compared OMol25 structures with the same formula, charge and spin: 3.344 eV. Its HOMO-LUMO gap (alpha / beta) is 7.86 / 7.18 eV. Its multiplicity is 1.


Which of these has the highest total energy?
C4H3F2IO


Please write out number 2 again, unchanged.
The following is a DFT calculation (wB97M-V/def2-TZVPD) of one molecule with the formula C4H3F2IO in a non-equilibrium geometry.

Last column: Mulliken charge in e.
Geometry (Å):
C (1.55, 0.65, -0.16)  0.15
C (2.50, -0.25, 0.09)  -0.56
C (-0.42, -0.88, 0.59)  -0.22
C (0.16, -2.02, 0.02)  0.45
O (0.24, 0.51, -0.03)  -0.39
F (-0.21, -2.64, -1.08)  -0.23
F (0.78, -2.84, 0.94)  -0.21
I (4.49, 0.00, 0.01)  0.15
H (1.65, 1.60, -0.67)  0.38
H (-1.51, -0.68, 0.28)  0.20
H (-0.20, -0.75, 1.72)  0.28

The value obtained for the LUMO energy (alpha / beta) is -0.580 / -1.060 eV. The total energy comes out at -19773.7178 eV. Its HOMO energy (alpha / beta) is -8.44 / -8.24 eV. As for the energy above the lowest of the compared OMol25 structures with the same formula, charge and spin: 3.344 eV. Its HOMO-LUMO gap (alpha / beta) is 7.86 / 7.18 eV. Its multiplicity is 1.


Which value of multiplicity does entry 1 give?
6